{
  "formula": "C18H22FN3O5",
  "method": "ωB97M-V/def2-TZVPD",
  "relative_energy_kj_mol": 5.6,
  "homo_ev": -9.1396,
  "smiles": "CCCCCCn1c(=O)c(F)cn(Cc2ccc(OC)c([N+](=O)[O-])c2)c1=O",
  "energy_ev": -36446.038,
  "multiplicity": 1,
  "orbital_gap_ev": 8.6,
  "symbols": ["H", "H", "C", "C", "H", "H", "C", "C", "C", "C", "H", "C", "H", "C", "N", "O", "O", "H", "H", "N", "C", "C", "C", "H", "H", "H", "C", "H", "C", "O", "H", "C", "C", "H", "O", "C", "C", "H", "F", "H", "H", "H", "O", "H", "H", "C", "H", "N", "H"],
  "positions_angstrom": [[6.8779, -1.9704, 0.0683], [-5.3937, -4.2188, -0.6999], [4.0849, 1.0197, 0.6245], [2.8388, 0.7723, 1.1535], [4.5333, 2.0011, 0.6843], [-4.3117, -1.4724, -1.6610], [2.0331, 1.8596, 1.8137], [3.0272, -1.5110, 0.4214], [-0.3255, 1.7455, 1.1963], [-6.1000, -3.4772, -1.0671], [2.6574, 2.7272, 2.0348], [-5.8887, -2.1430, -0.3624], [-4.4277, -0.3867, 1.1881], [1.1689, 3.1081, -0.0951], [6.0181, 0.4741, -0.6690], [-0.5158, 0.9716, 2.1079], [4.9327, -2.3993, -0.5239], [-6.6184, -1.4187, -0.7307], [-5.9547, -3.3689, -2.1397], [-1.3267, 2.1613, 0.3505], [-1.1919, 3.0082, -0.7535], [-2.8581, 0.2830, -0.1193], [4.8160, 0.0198, -0.0247], [2.6373, -2.5133, 0.3463], [6.5672, -3.5267, -0.7434], [-7.1076, -3.8473, -0.8930], [-4.2642, -0.2611, 0.1155], [-2.6949, 0.4293, -1.1890], [0.1772, 3.4768, -0.9245], [6.2525, 0.0526, -1.7844], [-3.7504, -2.3229, -0.2216], [2.3016, -0.5115, 1.0168], [-4.4805, -1.5980, -0.5892], [-3.3778, 2.3504, 0.2351], [-2.1334, 3.2933, -1.4533], [6.3277, -2.4643, -0.7383], [-2.6582, 1.6154, 0.5997], [-6.0585, -2.2677, 0.7095], [0.4342, 4.3014, -1.9532], [-4.9951, 0.4628, -0.2508], [2.1815, 3.4568, -0.2313], [1.5831, 1.4832, 2.7362], [6.6897, 1.2998, -0.0864], [1.3174, -0.7151, 1.4101], [-2.1199, -0.4334, 0.2476], [4.3186, -1.2909, -0.0933], [6.6120, -2.0187, -1.6960], [0.9316, 2.2801, 0.9570], [-2.7663, 1.4837, 1.6775]]
}